{
  "formula": "C6H7NO",
  "method": "wB97M-V/def2-TZVPD",
  "lumo_ev": 0.215,
  "e_above_lowest_kj_mol": 464.8,
  "fmax_ha_per_bohr": 0.1222,
  "e_tot_ev": -9867.841,
  "species": ["C", "C", "C", "C", "C", "C", "H", "H", "H", "H", "H", "H", "H", "N", "O"],
  "coordinates": [[-0.92, -1.02, 0.21], [-0.42, -1.17, -1.33], [0.65, -0.34, -1.50], [1.01, 0.40, -0.28], [0.37, 1.47, 1.30], [-0.37, 0.24, 0.51], [-0.92, -1.87, -1.94], [1.24, -0.55, -2.35], [1.83, -0.01, 0.18], [0.41, 2.25, -0.80], [-0.50, 2.24, 1.69], [1.29, 1.18, 1.97], [-1.13, 0.91, 0.04], [1.07, 1.86, 0.01], [-1.46, -1.83, 0.97]]
}

***

{
  "formula": "C26H26F3OSi",
  "method": "wB97M-V/def2-TZVPD",
  "total_charge": 1,
  "lumo_ev": -6.329,
  "e_above_lowest_kj_mol": 24.7,
  "fmax_ha_per_bohr": 0.0477,
  "e_tot_ev": -45455.897,
  "species": ["F", "C", "F", "F", "C", "C", "C", "C", "C", "C", "C", "C", "C", "C", "C", "C", "C", "H", "H", "H", "H", "H", "H", "H", "H", "H", "H", "C", "Si", "C", "C", "O", "C", "C", "C", "C", "C", "C", "C", "C", "C", "H", "H", "H", "H", "H", "H", "H", "H", "H", "H", "H", "H", "H", "H", "H", "H"],
  "coordinates": [[3.79, 1.03, 3.79], [3.47, -0.11, 4.47], [4.18, -1.12, 3.89], [3.94, 0.03, 5.75], [2.00, -0.39, 4.47], [1.58, -1.70, 4.25], [0.24, -1.95, 4.09], [-0.72, -0.91, 4.15], [-2.04, -1.25, 3.76], [-3.20, -0.48, 3.95], [-4.41, -1.17, 4.27], [-5.58, -0.48, 4.53], [-5.58, 0.93, 4.50], [-4.42, 1.63, 4.13], [-3.25, 0.94, 3.81], [-0.27, 0.37, 4.61], [1.08, 0.64, 4.70], [2.32, -2.49, 4.17], [-0.08, -2.96, 3.85], [-2.17, -2.27, 3.38], [-4.37, -2.26, 4.31], [-6.49, -1.03, 4.76], [-6.51, 1.46, 4.70], [-4.44, 2.72, 4.07], [-2.38, 1.47, 3.42], [-0.98, 1.15, 4.85], [1.45, 1.64, 4.92], [-1.86, -4.46, 1.26], [-2.20, -3.57, -0.32], [-2.99, -4.55, -1.69], [-3.04, -1.94, 0.01], [-0.58, -3.34, -0.77], [-0.15, -2.53, -1.74], [-0.42, -1.18, -1.91], [0.04, -0.75, -3.26], [0.63, -2.02, -3.85], [1.10, -2.30, -5.13], [1.47, -3.62, -5.45], [1.39, -4.64, -4.47], [0.94, -4.36, -3.19], [0.56, -3.05, -2.91], [-2.79, -4.82, 1.71], [-1.20, -5.32, 1.07], [-1.35, -3.78, 1.96], [-4.05, -4.74, -1.44], [-2.96, -4.01, -2.65], [-2.49, -5.52, -1.82], [-4.10, -2.14, 0.21], [-2.61, -1.44, 0.90], [-2.97, -1.25, -0.84], [-0.92, -0.56, -1.17], [-0.76, -0.36, -3.91], [0.81, 0.03, -3.20], [1.15, -1.50, -5.88], [1.81, -3.86, -6.46], [1.68, -5.65, -4.74], [0.88, -5.12, -2.42]]
}

***

{
  "formula": "C12H40AlB4O6S3",
  "method": "wB97M-V/def2-TZVPD",
  "total_charge": -1,
  "lumo_ev": -4.397,
  "e_above_lowest_kj_mol": 1053.7,
  "fmax_ha_per_bohr": 0.1004,
  "e_tot_ev": -67161.696,
  "species": ["Al", "B", "H", "H", "H", "H", "B", "H", "H", "H", "H", "B", "H", "H", "H", "H", "B", "H", "H", "H", "H", "C", "C", "C", "S", "O", "O", "C", "H", "H", "H", "H", "H", "H", "H", "H", "C", "C", "C", "S", "O", "O", "C", "H", "H", "H", "H", "H", "H", "H", "H", "C", "C", "C", "S", "O", "O", "C", "H", "H", "H", "H", "H", "H", "H", "H"],
  "coordinates": [[-1.30, 0.91, -1.70], [-5.38, 4.04, -2.17], [-4.39, 4.43, -2.02], [-5.39, 3.38, -3.03], [-5.51, 3.45, -1.28], [-6.16, 4.79, -2.14], [1.80, -3.51, -1.18], [1.04, -3.49, -0.42], [2.61, -4.19, -0.96], [1.30, -3.80, -2.09], [2.23, -2.53, -1.32], [-3.53, -2.98, -5.52], [-3.48, -3.86, -6.13], [-3.08, -2.06, -5.87], [-4.57, -2.85, -5.29], [-3.00, -3.10, -4.58], [-5.12, -2.45, -0.04], [-4.28, -3.05, -0.37], [-4.97, -1.84, 0.83], [-5.38, -1.77, -0.83], [-5.93, -3.15, 0.07], [2.22, -4.90, 6.58], [0.68, -5.11, 6.66], [-0.19, -3.89, 6.22], [1.08, -2.63, 5.61], [1.21, -1.62, 6.64], [0.64, -2.09, 4.32], [2.50, -3.86, 5.52], [2.71, -5.83, 6.30], [2.55, -4.61, 7.58], [0.37, -5.40, 7.67], [0.41, -5.93, 6.00], [-0.81, -3.38, 6.96], [-0.76, -4.15, 5.32], [3.48, -3.38, 5.54], [2.44, -4.43, 4.59], [6.82, -1.48, -8.25], [5.75, -2.33, -8.98], [4.37, -1.63, -9.14], [4.39, -0.31, -7.83], [3.30, -0.37, -6.81], [4.69, 0.93, -8.49], [5.91, -0.98, -7.06], [7.09, -0.67, -8.92], [7.72, -1.91, -7.81], [5.63, -3.26, -8.42], [6.30, -2.62, -9.88], [3.52, -2.23, -8.83], [3.95, -1.31, -10.09], [5.51, -1.78, -6.44], [6.18, -0.18, -6.37], [-3.71, 7.06, 5.55], [-2.53, 7.37, 6.50], [-1.37, 6.66, 5.82], [-1.57, 6.66, 4.01], [-1.70, 5.29, 3.53], [-0.56, 7.50, 3.31], [-3.31, 7.31, 4.08], [-4.43, 7.84, 5.80], [-4.12, 6.08, 5.79], [-2.70, 7.03, 7.53], [-2.33, 8.44, 6.52], [-1.39, 5.59, 6.01], [-0.35, 6.88, 6.15], [-3.94, 6.87, 3.30], [-3.17, 8.39, 3.96]]
}

***

{
  "formula": "C21H45N2P3PtSSe",
  "method": "wB97M-V/def2-TZVPD",
  "total_charge": 4,
  "lumo_ev": [-10.991, -15.555],
  "s_squared": 6.0319,
  "multiplicity": 5,
  "fmax_ha_per_bohr": 0.0826,
  "e_tot_ev": -132739.014,
  "species": ["Pt", "P", "P", "P", "H", "C", "C", "H", "C", "C", "C", "C", "C", "C", "C", "C", "C", "H", "H", "H", "H", "H", "H", "H", "H", "H", "H", "H", "H", "H", "H", "H", "H", "H", "H", "H", "H", "H", "H", "H", "H", "H", "H", "H", "H", "H", "C", "C", "C", "C", "C", "C", "Se", "H", "H", "H", "H", "H", "H", "S", "C", "N", "C", "C", "C", "N", "H", "H", "H", "H", "H", "H", "H", "H"],
  "coordinates": [[-0.69, -0.59, -0.62], [-1.79, -2.60, 0.38], [1.03, -0.67, 1.14], [0.92, -1.33, -2.09], [-2.37, 0.99, -2.72], [-1.80, 0.07, -2.53], [-2.43, -0.96, -1.69], [-3.43, -0.71, -1.24], [-2.99, -2.01, 1.61], [-0.76, -3.86, 1.16], [-2.76, -3.63, -0.78], [2.04, 0.85, 1.29], [0.38, -0.90, 2.84], [2.31, -2.01, 1.15], [0.54, -1.31, -3.88], [1.43, -3.10, -1.94], [2.50, -0.41, -2.05], [-1.39, -0.26, -3.51], [-2.45, -1.95, -2.16], [-3.64, -1.24, 1.18], [-2.46, -1.60, 2.48], [-3.60, -2.87, 1.94], [-0.30, -3.46, 2.07], [-0.01, -4.21, 0.45], [-1.42, -4.71, 1.43], [-3.66, -3.08, -1.08], [-3.05, -4.54, -0.26], [-2.16, -3.91, -1.66], [2.89, 0.70, 1.96], [1.44, 1.68, 1.67], [2.41, 1.17, 0.31], [1.20, -1.03, 3.56], [-0.27, -1.77, 2.90], [-0.22, -0.04, 3.13], [2.95, -1.93, 2.04], [2.96, -1.95, 0.27], [1.83, -3.00, 1.16], [1.32, -1.79, -4.48], [0.42, -0.26, -4.18], [-0.39, -1.87, -4.05], [2.05, -3.39, -2.80], [0.53, -3.74, -1.92], [2.01, -3.27, -1.02], [3.17, -0.78, -2.84], [3.02, -0.50, -1.09], [2.30, 0.66, -2.23], [1.65, 3.45, -1.95], [0.45, 2.76, -2.16], [0.15, 2.30, -3.43], [1.03, 2.49, -4.48], [2.27, 3.11, -4.25], [2.60, 3.61, -2.99], [1.86, 4.30, -0.24], [3.18, 3.72, 0.02], [-0.26, 2.63, -1.33], [-0.78, 1.79, -3.57], [0.77, 2.16, -5.48], [3.00, 3.19, -5.07], [3.56, 4.10, -2.79], [-2.00, 1.26, 0.65], [-1.44, 1.82, 2.20], [-0.45, 2.73, 2.37], [-0.29, 3.45, 3.66], [-0.53, 2.49, 4.81], [-1.92, 1.90, 4.67], [-2.08, 1.38, 3.30], [-0.15, 3.18, 1.51], [-1.04, 4.26, 3.73], [0.74, 3.82, 3.71], [-0.47, 3.01, 5.77], [0.23, 1.69, 4.80], [-2.70, 2.67, 4.84], [-2.07, 1.03, 5.33], [-2.91, 0.84, 3.08]]
}